P:
Below is the ion C4H7N2 with charge +1, with properties calculated with the ωB97M-V functional and the def2-TZVPD basis.

Element x y z (Å)
C 0.49 -1.14 1.11
C -0.17 -0.08 0.19
C -0.89 -0.17 -1.34
N 0.34 -0.67 -1.20
C 0.37 1.48 0.09
N -0.76 1.05 0.79
H 0.16 -0.93 2.13
H 1.57 -1.09 0.97
H 0.12 -2.10 0.77
H -1.71 -0.88 -1.48
H -1.06 0.80 -1.80
H 0.17 2.17 -0.74
H 1.38 1.55 0.51

2S+1: 1
Gap between HOMO and LUMO: 5.870 eV
LUMO energy: -8.5216 eV
E_HOMO: -0.529 Eh
Total charge: +1

Atom charges from the Löwdin analysis, given in e for atoms 1 to 8:
1 C 0.034
2 C -0.444
3 C -0.004
4 N 0.318
5 C 0.050
6 N 0.165
7 H 0.108
8 H 0.108

=====

Q:
Below is the ion C4H7N2 with charge +1, with properties calculated with the ωB97M-V functional and the def2-TZVPD basis.

Element x y z (Å)
C -0.86 1.56 0.96
C -1.38 1.94 2.07
C 0.67 -0.89 -1.12
C -0.52 1.04 -0.26
N -0.02 -0.13 -0.14
N 1.50 -1.78 -0.39
H -2.41 1.99 2.47
H -0.53 2.18 2.89
H -0.20 -1.45 -1.55
H 1.30 -0.38 -1.82
H -0.49 1.63 -1.17
H 1.70 -1.44 0.46
H 1.04 -2.66 -0.32

2S+1: 1
Gap between HOMO and LUMO (spin up / spin down): 6.422 / 6.421 eV
LUMO energy (spin up / spin down): -7.3875 / -7.3876 eV
E_HOMO (spin up / spin down): -0.507 / -0.507 Eh
Total charge: +1

Atom charges from the Löwdin analysis, given in e for atoms 1 to 8:
1 C 0.106
2 C 0.137
3 C -0.249
4 C -0.108
5 N 0.135
6 N 0.063
7 H 0.134
8 H 0.191

=====

R:
Below is a cluster of 2 separate species, C4H7N2 in total, with properties calculated with the ωB97M-V functional and the def2-TZVPD basis.

Element x y z (Å)
C 3.11 0.78 -0.01
C -0.96 0.30 0.00
C -1.61 1.54 0.00
C 0.19 -1.95 0.00
N 2.05 0.37 0.03
N -0.43 -0.72 -0.01
H 4.10 1.15 -0.04
H -2.20 1.65 0.92
H -2.29 1.61 -0.85
H -0.87 2.34 -0.04
H 0.14 -2.39 -0.99
H -0.30 -2.60 0.73
H 1.24 -1.80 0.28

2S+1: 1
Gap between HOMO and LUMO: 13.434 eV
LUMO energy: -3.1127 eV
E_HOMO: -0.608 Eh
Total charge: +1

Atom charges from the Löwdin analysis, given in e for atoms 1 to 8:
1 C 0.011
2 C 0.022
3 C 0.026
4 C -0.032
5 N 0.081
6 N 0.122
7 H 0.070
8 H 0.125

=====

S:
Below is the ion C4H7N2 with charge +1, with properties calculated with the ωB97M-V functional and the def2-TZVPD basis.

Element x y z (Å)
C -1.12 0.91 0.88
N -0.31 0.62 1.75
N 0.69 -0.26 1.04
C 1.40 0.10 -0.20
C 0.15 -0.72 -0.24
C -1.17 0.15 -0.42
H -1.97 1.49 1.34
H 1.14 -0.87 1.75
H 1.29 1.19 -0.37
H 2.47 -0.19 -0.42
H 0.25 -1.75 -0.59
H -0.91 0.79 -1.26
H -2.17 -0.31 -0.54

2S+1: 1
Gap between HOMO and LUMO: 12.903 eV
LUMO energy: -3.5689 eV
E_HOMO: -0.605 Eh
Total charge: +1

Atom charges from the Löwdin analysis, given in e for atoms 1 to 8:
1 C -0.134
2 N 0.172
3 N -0.017
4 C 0.014
5 C -0.132
6 C -0.030
7 H 0.170
8 H 0.211

=====

Stability, descending: R, S, Q, P

=====

P:
Below is a cluster of 2 separate species, C3H3N2P in total, with properties calculated with the ωB97M-V functional and the def2-TZVPD basis.

Element x y z (Å)
C -1.00 -1.09 0.63
C -0.77 0.73 -1.04
C -0.20 -0.13 -0.09
N -1.61 -1.97 1.04
N -0.99 1.62 -1.74
P 1.50 -0.66 -0.44
H -0.93 1.66 1.29
H 2.00 -0.72 1.03
H 2.00 0.58 -0.68

2S+1: 1
Gap between HOMO and LUMO (spin up / spin down): 8.412 / 8.633 eV
LUMO energy (spin up / spin down): -2.6820 / -1.0301 eV
E_HOMO (spin up / spin down): -0.408 / -0.355 Eh
Total charge: 0

Atom charges from the Löwdin analysis, given in e for atoms 1 to 8:
1 C -0.314
2 C -0.358
3 C -0.595
4 N 0.175
5 N 0.174
6 P 0.874
7 H 0.176
8 H -0.013

=====

Q:
Below is a cluster of 2 separate species, C3H3N2P in total, with properties calculated with the ωB97M-V functional and the def2-TZVPD basis.

Element x y z (Å)
C 1.39 1.21 -0.50
C 0.28 1.88 1.54
C 0.31 0.97 0.37
N 2.20 1.38 -1.34
N 0.21 2.67 2.37
P -0.23 -0.83 0.48
H -1.08 2.07 -0.31
H -0.20 -1.06 2.00
H 1.14 -1.24 0.26

2S+1: 1
Gap between HOMO and LUMO (spin up / spin down): 8.479 / 8.478 eV
LUMO energy (spin up / spin down): -1.9800 / -1.9874 eV
E_HOMO (spin up / spin down): -0.384 / -0.385 Eh
Total charge: 0

Atom charges from the Löwdin analysis, given in e for atoms 1 to 8:
1 C -0.347
2 C -0.337
3 C -0.603
4 N 0.176
5 N 0.147
6 P 0.810
7 H 0.281
8 H -0.047

=====

Stability, descending: Q, P

=====

P:
Below is a cluster of 2 separate species, C4HNO2 in total, with properties calculated with the ωB97M-V functional and the def2-TZVPD basis.

Element x y z (Å)
C -0.19 -0.56 -0.23
C -0.10 -1.87 -0.06
C 0.88 2.98 -1.16
C 0.39 2.19 -0.46
N -0.32 0.32 0.82
O 0.02 -2.95 0.32
O -0.55 -0.02 1.96
H -0.14 -0.09 -1.20

2S+1: 1
Gap between HOMO and LUMO (spin up / spin down): 6.828 / 6.876 eV
LUMO energy (spin up / spin down): -3.0434 / -3.0240 eV
E_HOMO (spin up / spin down): -0.363 / -0.364 Eh
Total charge: 0

Charges computed using Löwdin, reported in e:
1 C -0.113
2 C -0.066
3 C -0.083
4 C -0.113
5 N -0.080
6 O 0.285
7 O 0.062
8 H 0.108

=====

Q:
Below is the molecule C4HNO2, with properties calculated with the ωB97M-V functional and the def2-TZVPD basis.

Element x y z (Å)
C -0.52 -0.45 0.02
C -1.79 -0.12 -0.02
C 2.91 -0.38 -0.12
C 1.74 0.03 0.04
N 0.52 0.51 0.05
O -2.90 0.19 -0.05
O 0.27 1.71 0.05
H -0.22 -1.48 0.03

2S+1: 1
Gap between HOMO and LUMO (spin up / spin down): 8.205 / 8.205 eV
LUMO energy (spin up / spin down): -2.2045 / -2.2042 eV
E_HOMO (spin up / spin down): -0.383 / -0.383 Eh
Total charge: 0

Charges computed using Löwdin, reported in e:
1 C -0.012
2 C -0.084
3 C 0.083
4 C -0.245
5 N -0.257
6 O 0.277
7 O 0.092
8 H 0.145

=====

R:
Below is the molecule C4HNO2, with properties calculated with the ωB97M-V functional and the def2-TZVPD basis.

Element x y z (Å)
N 3.66 -0.21 -0.16
C 2.49 -0.16 0.03
C 1.10 -0.25 0.12
C -0.11 -0.31 0.13
C -1.55 -0.33 -0.01
O -2.22 -1.32 -0.08
O -2.06 0.95 -0.08
H -1.31 1.62 0.06

2S+1: 1
Gap between HOMO and LUMO: 10.451 eV
LUMO energy: -1.0726 eV
E_HOMO: -0.423 Eh
Total charge: 0

Charges computed using Löwdin, reported in e:
1 N 0.173
2 C -0.196
3 C 0.022
4 C 0.110
5 C -0.515
6 O 0.161
7 O 0.093
8 H 0.152

=====

Stability, descending: R, Q, P

=====

P:
Below is the molecule C6H15N3, with properties calculated with the ωB97M-V functional and the def2-TZVPD basis.

Element x y z (Å)
C -1.76 1.70 0.40
C -0.76 0.71 0.94
C -1.19 -0.42 1.57
N -0.48 -1.13 2.56
N 0.54 0.74 0.33
C 0.75 -0.16 -0.77
C 2.25 -0.22 -1.09
C -0.04 0.27 -2.00
N 0.19 -1.52 -0.32
H -2.44 1.26 -0.34
H -2.38 2.08 1.21
H -1.24 2.51 -0.10
H -2.27 -0.52 1.72
H -0.95 -1.23 3.45
H 0.50 -0.90 2.59
H 1.24 0.55 1.05
H 2.43 -0.85 -1.96
H 2.81 -0.61 -0.24
H 2.61 0.78 -1.30
H -1.12 0.21 -1.81
H 0.19 -0.40 -2.84
H 0.23 1.28 -2.27
H 0.09 -2.15 -1.11
H 0.82 -1.97 0.33

2S+1: 1
Gap between HOMO and LUMO: 8.132 eV
LUMO energy: 0.9431 eV
E_HOMO: -0.264 Eh
Total charge: 0

Atom charges from the Löwdin analysis, given in e for atoms 1 to 8:
1 C -0.080
2 C -0.341
3 C -0.159
4 N 0.027
5 N 0.016
6 C -0.620
7 C -0.042
8 C -0.034

=====

Q:
Below is a cluster of 2 separate species, C6H15N3 in total, with properties calculated with the ωB97M-V functional and the def2-TZVPD basis.

Element x y z (Å)
H 1.41 -0.65 1.74
N 1.19 -1.09 0.85
C -0.05 -1.22 0.62
C -0.46 -1.85 -0.68
C -1.12 -0.80 1.55
C -2.34 -0.44 1.14
N -0.72 -0.70 2.88
H -1.17 -2.65 -0.50
H -0.92 -1.11 -1.32
H 0.43 -2.24 -1.18
H -3.09 -0.10 1.84
H -2.61 -0.42 0.10
H -0.06 -1.39 3.19
H -1.48 -0.55 3.53
C 0.81 1.34 -2.47
C 0.80 1.86 -1.04
N 2.07 1.55 -0.41
H -0.12 1.59 -2.98
H 1.64 1.78 -3.02
H 0.93 0.26 -2.48
H 0.69 2.95 -1.05
H -0.07 1.44 -0.50
H 2.09 1.93 0.53
H 2.17 0.54 -0.32

2S+1: 1
Gap between HOMO and LUMO: 9.490 eV
LUMO energy: 0.8359 eV
E_HOMO: -0.318 Eh
Total charge: 0

Atom charges from the Löwdin analysis, given in e for atoms 1 to 8:
1 H 0.058
2 N 0.140
3 C -0.403
4 C -0.048
5 C -0.383
6 C 0.055
7 N 0.082
8 H 0.085

=====

R:
Below is a structure of composition C6H15N3, with properties calculated with the ωB97M-V functional and the def2-TZVPD basis.

Element x y z (Å)
C -0.42 -0.21 -2.07
C 0.11 -1.12 2.98
C 0.81 -1.11 -2.05
C 0.39 -0.69 1.55
N 1.58 -0.47 1.08
H 2.28 -0.59 1.80
H -0.28 0.62 -2.76
H -1.36 -0.69 -2.34
H -0.47 -0.35 3.50
H -0.47 -2.04 3.00
H 1.03 -1.27 3.54
H 1.66 -0.62 -1.56
H 0.62 -2.02 -1.48
H 1.09 -1.38 -3.07
C 0.27 1.97 -0.38
C -0.95 1.19 -0.72
N -0.69 -0.55 0.74
N -2.16 1.40 -0.85
H -1.58 -0.62 1.21
H -0.63 -0.26 -0.75
H -2.49 2.30 -0.52
H 0.01 2.67 0.41
H 1.07 1.32 -0.03
H 0.59 2.53 -1.26

2S+1: 1
Gap between HOMO and LUMO: 8.638 eV
LUMO energy: 0.8294 eV
E_HOMO: -0.287 Eh
Total charge: 0

Atom charges from the Löwdin analysis, given in e for atoms 1 to 8:
1 C -0.150
2 C -0.049
3 C -0.121
4 C -0.591
5 N 0.059
6 H 0.025
7 H 0.099
8 H 0.103

=====

Stability, descending: Q, P, R

=====

P:
Below is a structure of composition C15H35ClN5O5Pt, with properties calculated with the ωB97M-V functional and the def2-TZVPD basis.

Element x y z (Å)
Pt 10.86 -10.10 -4.15
Cl 12.40 -9.88 -5.89
C 13.67 -12.28 -3.39
C 12.29 -12.69 -3.06
O 11.29 -11.97 -3.32
N 12.08 -13.83 -2.43
C 13.10 -14.77 -2.03
H 14.43 -12.57 -2.68
H 13.73 -11.20 -3.46
H 13.95 -12.66 -4.38
H 11.11 -14.10 -2.33
H 12.67 -15.77 -2.05
H 13.44 -14.56 -1.02
H 13.92 -14.77 -2.73
C 8.03 -12.58 -6.29
C 8.59 -11.21 -6.23
O 9.17 -10.82 -5.18
N 8.43 -10.41 -7.26
C 8.92 -9.03 -7.29
H 7.22 -12.63 -7.03
H 7.62 -12.87 -5.33
H 8.80 -13.28 -6.63
H 7.98 -10.76 -8.09
H 10.00 -9.01 -7.31
H 8.54 -8.48 -6.44
H 8.57 -8.56 -8.21
C 15.86 -12.07 -9.96
C 14.94 -11.01 -9.40
O 15.10 -9.83 -9.67
N 13.90 -11.42 -8.61
C 13.67 -12.75 -8.11
H 15.80 -12.06 -11.04
H 15.68 -13.08 -9.60
H 16.87 -11.79 -9.67
H 13.40 -10.68 -8.15
H 12.78 -12.73 -7.48
H 14.49 -13.12 -7.48
H 13.49 -13.47 -8.91
C 11.05 -5.65 -7.76
C 10.96 -6.64 -8.89
O 10.30 -6.42 -9.89
N 11.64 -7.81 -8.70
C 11.68 -8.85 -9.71
H 10.16 -5.67 -7.14
H 11.12 -4.64 -8.17
H 11.92 -5.82 -7.13
H 11.99 -8.02 -7.80
H 12.61 -8.81 -10.29
H 10.86 -8.73 -10.41
H 11.65 -9.83 -9.23
C 16.25 -10.54 -5.98
C 17.05 -10.72 -4.70
O 16.54 -10.63 -3.60
N 18.38 -10.96 -4.86
C 19.25 -11.31 -3.77
H 15.28 -10.11 -5.71
H 16.05 -11.53 -6.40
H 16.78 -9.92 -6.70
H 18.75 -10.94 -5.79
H 19.28 -12.39 -3.61
H 18.92 -10.81 -2.87
H 20.26 -10.97 -3.99

2S+1: 3
Gap between HOMO and LUMO (spin up / spin down): 7.234 / 6.046 eV
LUMO energy (spin up / spin down): -4.1695 / -5.3560 eV
E_HOMO (spin up / spin down): -0.419 / -0.419 Eh
Total charge: +1
⟨S²⟩: 2.004

Atom charges from the Löwdin analysis, given in e for atoms 1 to 8:
1 Pt 0.990
2 Cl 0.026
3 C -0.002
4 C -0.479
5 O -0.171
6 N 0.056
7 C -0.036
8 H 0.096

=====

Q:
Below is a structure of composition C15H35ClN5O5Pt, with properties calculated with the ωB97M-V functional and the def2-TZVPD basis.

Element x y z (Å)
Pt 0.82 -0.09 1.39
Cl 3.64 1.38 4.33
C 5.63 2.28 -3.47
C 4.14 2.27 -3.47
O 3.61 1.47 -2.71
N 3.33 3.02 -4.20
C 3.77 4.08 -5.11
H 5.77 2.18 -2.39
H 6.00 3.12 -4.05
H 6.03 1.34 -3.85
H 2.35 2.91 -3.96
H 2.96 4.74 -5.44
H 4.32 3.68 -5.96
H 4.41 4.67 -4.44
C -2.92 5.95 0.88
C -1.46 5.56 0.75
O -1.10 4.42 0.86
N -0.56 6.57 0.54
C 0.80 6.45 0.39
H -3.19 6.73 0.17
H -3.12 6.44 1.84
H -3.67 5.19 0.67
H -0.93 7.46 0.23
H 1.12 7.39 0.83
H 0.95 6.43 -0.68
H 1.14 5.56 0.93
C -4.21 0.39 6.60
C -3.86 -0.93 5.96
O -2.87 -0.91 5.23
N -4.29 -2.08 6.45
C -5.41 -2.29 7.32
H -3.29 0.67 7.10
H -5.03 0.62 7.28
H -4.34 1.24 5.92
H -3.68 -2.85 6.20
H -6.34 -2.31 6.75
H -5.61 -1.61 8.15
H -5.20 -3.29 7.70
C -4.57 -3.24 -1.57
C -3.43 -2.64 -2.40
O -2.47 -2.04 -1.83
N -3.45 -2.89 -3.70
C -2.64 -2.36 -4.86
H -5.38 -3.46 -2.27
H -4.96 -2.51 -0.86
H -4.23 -4.16 -1.11
H -4.25 -3.40 -4.05
H -2.12 -3.17 -5.38
H -2.05 -1.48 -4.62
H -3.39 -2.12 -5.61
C 5.76 -4.39 0.54
C 4.42 -4.90 -0.05
O 3.39 -4.26 0.27
N 4.40 -5.71 -1.15
C 3.20 -6.36 -1.62
H 6.38 -5.29 0.62
H 5.56 -4.01 1.54
H 6.15 -3.61 -0.11
H 5.29 -6.17 -1.30
H 3.06 -7.22 -0.96
H 3.24 -6.79 -2.62
H 2.35 -5.67 -1.67

2S+1: 3
Gap between HOMO and LUMO (spin up / spin down): 4.271 / 4.199 eV
LUMO energy (spin up / spin down): -6.9540 / -7.0261 eV
E_HOMO (spin up / spin down): -0.413 / -0.413 Eh
Total charge: +1
⟨S²⟩: 2.028

Atom charges from the Löwdin analysis, given in e for atoms 1 to 8:
1 Pt 0.953
2 Cl 0.027
3 C 0.010
4 C -0.604
5 O -0.011
6 N 0.012
7 C -0.060
8 H 0.094

=====

Stability, descending: P, Q

=====

P:
Below is the molecule C4H8FNO, with properties calculated with the ωB97M-V functional and the def2-TZVPD basis.

Element x y z (Å)
C 2.38 -0.15 0.32
C 0.95 -0.64 -0.10
N 0.12 -0.78 0.85
C -1.18 -1.02 0.69
F -1.64 -1.65 -0.47
O -1.90 0.58 0.49
C -1.50 1.25 -0.70
H 2.16 0.76 0.97
H 3.01 0.07 -0.59
H 2.88 -0.85 1.04
H 0.77 -0.91 -1.13
H -1.83 -1.25 1.55
H -0.39 1.12 -0.85
H -1.77 2.37 -0.43
H -2.06 1.11 -1.64

2S+1: 1
Gap between HOMO and LUMO: 9.935 eV
LUMO energy: 0.2122 eV
E_HOMO: -0.357 Eh
Total charge: 0

Atom charges from the Löwdin analysis, given in e for atoms 1 to 8:
1 C -0.059
2 C -0.176
3 N 0.075
4 C -0.240
5 F 0.005
6 O -0.206
7 C -0.171
8 H 0.091

=====

Q:
Below is the molecule C4H8FNO, with properties calculated with the ωB97M-V functional and the def2-TZVPD basis.

Element x y z (Å)
N -0.29 1.27 0.70
C -0.10 -0.07 0.31
C -1.43 -0.76 0.05
O -2.19 0.21 -0.71
C 1.02 -0.94 0.82
C 0.98 -0.47 -0.57
F 2.00 0.52 -0.74
H 0.49 2.04 0.50
H -0.66 1.35 1.70
H -1.83 -0.94 1.13
H -1.37 -1.65 -0.60
H -1.60 0.96 -0.33
H 1.76 -0.28 1.45
H 1.05 -2.02 1.18
H 0.86 -1.26 -1.30

2S+1: 1
Gap between HOMO and LUMO: 10.491 eV
LUMO energy: 0.8536 eV
E_HOMO: -0.354 Eh
Total charge: 0

Atom charges from the Löwdin analysis, given in e for atoms 1 to 8:
1 N 0.060
2 C -0.541
3 C -0.193
4 O -0.113
5 C -0.042
6 C -0.223
7 F -0.032
8 H 0.173

=====

Stability, descending: Q, P